No. 1
31
Properties=species:S:1:pos:R:3 method="wB97M-V/def2-TZVPD" e_homo_ev=-9.2 smiles="CCC(=O)NCCS.O.O.O.O" relative_energy_kcal_mol=30.7 total_energy_ev=-28056.20981 orbital_gap_ev=9.62 spin_multiplicity=1
C 2.68 -0.31 -1.25
C 1.73 -1.50 -1.03
C 0.31 -0.93 -0.78
O -0.42 -1.05 -1.80
N -0.11 -0.21 0.27
C 0.85 0.23 1.29
C 0.18 0.43 2.67
S 0.48 -1.01 3.76
H 2.69 0.04 -2.31
H 2.53 0.56 -0.58
H 3.69 -0.65 -0.96
H 2.08 -2.06 -0.13
H 1.58 -2.25 -1.84
H -1.07 0.15 0.34
H 1.31 1.22 1.03
H 1.70 -0.45 1.39
H -0.90 0.57 2.53
H 0.55 1.28 3.19
H -0.31 -1.97 3.18
O 0.68 2.81 -1.11
H 0.80 3.67 -1.51
H -0.26 2.55 -1.22
O -1.60 1.46 -2.15
H -1.33 1.59 -1.23
H -1.35 0.52 -2.25
O -2.73 -1.91 -0.50
H -2.55 -2.80 -0.18
H -1.86 -1.71 -0.91
O -2.74 0.53 0.90
H -3.23 -0.07 0.30
H -3.37 1.26 0.90



No. 2
6
Properties=species:S:1:pos:R:3 method="wB97M-V/def2-TZVPD" e_homo_ev=-9.9 smiles=O.O relative_energy_kcal_mol=15.7 total_energy_ev=-4159.25760 orbital_gap_ev=10.41 spin_multiplicity=1
O -0.55 -1.10 -0.37
H 0.04 -1.86 -0.30
H -0.10 -0.20 0.12
O 0.54 1.00 0.29
H 0.40 1.41 1.15
H -0.11 1.48 -0.27



No. 3
94
Properties=species:S:1:pos:R:3 method="wB97M-V/def2-TZVPD" e_homo_ev=-15.8 relative_energy_kcal_mol=51.7 total_energy_ev=-128164.35546 orbital_gap_ev=4.95 charge=+3 spin_multiplicity=1
La 0.02 -0.13 -0.23
N 1.62 0.19 2.28
N 0.94 0.89 3.31
C -0.13 1.68 3.08
N -0.61 2.39 4.09
S -0.92 1.77 1.59
H 1.87 -0.74 2.65
H 2.50 0.67 2.06
H 1.45 1.02 4.18
H -0.21 2.38 5.02
H -1.43 2.95 3.95
O -3.49 -6.06 2.43
C -2.98 -5.13 3.34
C -2.28 -4.04 2.60
C -1.50 -3.08 3.24
C -0.90 -2.10 2.49
N -0.97 -2.01 1.15
C -1.73 -2.93 0.52
C -2.40 -3.93 1.21
C -1.90 -2.78 -0.95
C -2.41 -3.81 -1.73
C -2.73 -3.58 -3.06
C -3.25 -4.70 -3.93
O -2.13 -5.42 -4.38
C -2.51 -2.30 -3.56
C -1.93 -1.34 -2.75
N -1.60 -1.57 -1.47
H -3.96 -6.76 2.91
H -2.26 -5.60 4.04
H -3.78 -4.69 3.95
H -1.36 -3.11 4.31
H -0.32 -1.32 2.98
H -3.05 -4.64 0.71
H -2.56 -4.79 -1.31
H -3.83 -4.29 -4.77
H -3.92 -5.34 -3.33
H -2.43 -6.16 -4.92
H -2.78 -2.06 -4.58
H -1.75 -0.34 -3.14
O 0.09 1.28 -1.69
N 1.19 1.59 -1.09
C 8.61 1.35 -0.82
C 7.17 1.40 -1.17
C 6.75 1.20 -2.48
C 5.41 1.16 -2.84
C 5.08 1.01 -4.29
C 4.44 1.33 -1.84
As 2.55 0.94 -2.26
N 2.03 -0.66 -1.62
C 2.86 -1.73 -1.50
C 4.00 -1.91 -2.32
C 4.72 -3.08 -2.27
C 4.35 -4.11 -1.41
C 3.22 -3.95 -0.60
C 2.50 -2.79 -0.63
C 1.93 1.48 -4.03
C 2.15 2.82 -4.36
C 2.52 3.86 -3.35
C 2.02 3.20 -5.69
C 1.66 2.29 -6.68
C 1.65 2.67 -8.11
C 1.33 0.99 -6.29
C 1.46 0.56 -4.98
C 1.14 -0.86 -4.63
C 4.84 1.65 -0.53
C 3.86 2.10 0.51
C 6.19 1.66 -0.21
H 9.23 1.31 -1.71
H 8.83 0.48 -0.20
H 8.89 2.23 -0.24
H 7.50 1.05 -3.24
H 5.91 0.55 -4.82
H 4.90 1.99 -4.73
H 4.18 0.40 -4.45
H 4.26 -1.14 -3.02
H 5.57 -3.21 -2.93
H 4.92 -5.02 -1.37
H 2.92 -4.76 0.05
H 1.61 -2.67 0.00
H 2.65 3.43 -2.34
H 1.74 4.62 -3.29
H 3.44 4.37 -3.64
H 2.22 4.23 -5.95
H 2.04 3.67 -8.27
H 0.64 2.63 -8.52
H 2.24 1.96 -8.68
H 1.00 0.29 -7.04
H 0.53 -1.30 -5.41
H 0.58 -0.93 -3.69
H 2.05 -1.46 -4.55
H 2.84 1.77 0.28
H 3.86 3.19 0.53
H 4.17 1.77 1.50
H 6.49 1.88 0.80